Formula: C4HBr3O2S
Source: the OMol25 dataset
Level of theory: the ωB97M-V functional and the def2-TZVPD basis

CARTESIAN COORDINATES (ANGSTROEM)
1 Br 5.23 -1.06 -1.52
2 Br 0.07 1.49 -1.57
3 Br -1.45 -1.27 1.60
4 S -3.32 1.33 1.14
5 O -4.53 0.63 0.95
6 O -2.55 1.62 -0.05
7 C 3.55 -1.16 -0.79
8 C 1.34 -1.27 0.52
9 C 0.24 -1.25 1.03
10 C 2.52 -1.33 -0.15
11 H -1.11 2.29 -1.14

Summary:
M   352.83 Da
Calculated total energy   -229216.8343 eV
Relative energy (zero: lowest compared OMol25 entry of this formula, charge and spin)   85.8 kJ/mol